[1]
Formula: CH8N2S
Source: OMol25
Level of theory: ωB97M-V with the def2-TZVPD basis set

Geometry as XYZ:
```
12
Properties=species:S:1:pos:R:3:mulliken_charge:R:1
S 0.6642 3.4359 -4.4291 -1.658
H 1.4161 2.9942 -3.3745 0.468
H 1.7424 3.2429 -5.3308 0.360
N 0.7720 -0.8725 1.9254 -0.552
C -0.5753 -0.9233 1.7650 -0.501
N -1.1366 -1.6416 0.6939 -0.562
H 1.3693 -1.3703 1.2566 0.257
H 1.1146 -0.0567 2.4314 0.232
H -1.3133 -0.0332 1.6604 0.225
H -0.9536 -1.3104 2.7406 0.218
H -1.6343 -2.4294 0.7442 0.194
H -1.4656 -1.0356 -0.0830 0.321
```

Calculated values
HOMO level (alpha / beta) ... 1.11 / -5.28 eV
ΔE to the lowest compared entry with this formula, charge and spin ... 1.666 eV
Gap between HOMO and LUMO (alpha / beta) ... 0.0872 / 0.3227 Eh
Lowest unoccupied orbital energy (alpha / beta) ... 0.128 / 0.129 hartree
Charge ... -1
Multiplicity ... 2

---

[2]
Formula: CH8N3
Source: OMol25
Level of theory: ωB97M-V with the def2-TZVPD basis set

Geometry as XYZ:
```
12
Properties=species:S:1:pos:R:3:mulliken_charge:R:1
C -1.0154 0.2096 0.9356 0.134
N 0.1283 -0.1961 1.4451 -0.260
N -1.4765 -0.2297 -0.1859 -0.287
N 1.2639 -0.0596 -1.2176 -0.917
H 1.3002 0.9602 -0.9235 0.294
H 0.5022 0.0070 2.3529 0.238
H 0.7827 -0.6664 0.8273 0.297
H -0.9148 -0.4983 -0.9510 0.298
H -2.3574 0.1639 -0.5319 0.287
H -1.6341 0.6881 1.7247 0.332
H 1.0647 0.0050 -2.2438 0.287
H 2.3563 -0.3838 -1.2318 0.295
```

Calculated values
HOMO level ... -15.40 eV
ΔE to the lowest compared entry with this formula, charge and spin ... 0.890 eV
Gap between HOMO and LUMO ... 0.4294 Eh
Lowest unoccupied orbital energy ... -0.136 hartree
Charge ... +1
Multiplicity ... 1

---

[3]
Formula: CH8N4
Source: OMol25
Level of theory: ωB97M-V with the def2-TZVPD basis set

Geometry as XYZ:
```
13
Properties=species:S:1:pos:R:3:mulliken_charge:R:1
C -0.4405 -0.5212 -0.0961 0.060
N 0.0570 0.7503 0.0882 0.204
N 0.2855 -1.6636 -0.0689 0.324
N -0.8567 1.6598 0.3829 -0.479
N 1.5642 -1.7533 0.0625 -0.467
H -1.5608 -0.5151 -0.1240 0.393
H -1.7339 1.8952 -0.0980 0.080
H 1.1394 0.7759 0.1269 0.302
H -0.2696 -2.4385 -0.5023 0.356
H -1.9124 2.7083 -0.9786 0.283
H -0.5038 2.5939 0.7719 0.404
H 2.0850 -2.5913 -0.0192 0.271
H 2.1466 -0.9003 0.4547 0.270
```

Calculated values
HOMO level (alpha / beta) ... -19.05 / -19.49 eV
ΔE to the lowest compared entry with this formula, charge and spin ... 3.829 eV
Gap between HOMO and LUMO (alpha / beta) ... 0.2553 / 0.3375 Eh
Lowest unoccupied orbital energy (alpha / beta) ... -0.445 / -0.379 hartree
Charge ... +2
Multiplicity ... 1

---

[4]
Formula: CH8N4O
Source: OMol25
Level of theory: ωB97M-V with the def2-TZVPD basis set

Geometry as XYZ:
```
14
Properties=species:S:1:pos:R:3:mulliken_charge:R:1
H -2.1043 0.1980 1.7338 0.198
N -1.3147 0.3907 1.1211 -0.671
N -0.5110 -0.6211 1.2000 -0.198
N 0.3324 -0.7218 0.2285 0.193
C 1.3402 -1.7443 0.3568 -0.831
H 0.2174 0.1984 -0.6423 0.403
H 1.3662 -2.3857 -0.5275 0.268
H 1.1186 -2.3648 1.2253 0.314
H 2.3248 -1.2889 0.4902 0.274
N -0.5699 1.2125 -1.3194 -0.510
O -0.2107 2.5301 -0.8913 -0.390
H -1.3414 0.9544 -0.6385 0.370
H -0.9411 1.3100 -2.2624 0.241
H 0.2936 2.3325 -0.0743 0.340
```

Calculated values
HOMO level ... -8.47 eV
ΔE to the lowest compared entry with this formula, charge and spin ... 3.121 eV
SMILES string ... [H]/N=N/NC.NO
Gap between HOMO and LUMO ... 0.3526 Eh
Lowest unoccupied orbital energy ... 0.041 hartree
Charge ... 0
Multiplicity ... 1